C58H69N2O | the ωB97M-V functional and the def2-TZVPD basis

Last columns: bonded neighbours and bond lengths (Å).
Geometry (Å):
1 C -0.734 -3.264 1.943  C2 1.521, H41 1.089, H42 1.099, H43 1.097
2 C -1.960 -3.184 2.840  C1 1.521, C3 1.536, C4 1.530, C5 1.559
3 C -3.013 -4.084 2.176  C2 1.536, H44 1.096, H45 1.097, H46 1.098
4 C -1.692 -3.792 4.218  C2 1.530, H47 1.098, H48 1.100, H49 1.091
5 C -2.419 -1.698 2.948  C2 1.559, C6 1.400, C14 1.431
6 C -3.645 -1.381 2.351  C5 1.400, C7 1.390, H50 1.090
7 C -4.061 -0.065 2.190  C6 1.390, C8 1.386, H51 1.091
8 C -3.368 0.939 2.848  C7 1.386, C9 1.397, H52 1.091
9 C -2.358 0.613 3.756  C8 1.397, C10 1.559, C14 1.434
10 C -2.143 1.624 4.923  C9 1.559, C11 1.515, C12 1.537, C13 1.533
11 C -0.692 2.052 5.006  C10 1.515, H53 1.097, H54 1.099, H55 1.085
12 C -2.653 1.003 6.233  C10 1.537, H56 1.098, H57 1.094, H58 1.098
13 C -2.942 2.919 4.737  C10 1.533, H59 1.095, H60 1.098, H61 1.095
14 C -1.700 -0.652 3.609  C5 1.431, C9 1.434, N15 1.460
15 N -0.346 -0.855 4.116  C14 1.460, C16 1.467, C33 1.390
16 C -0.073 -1.149 5.527  N15 1.467, C17 1.500, H62 1.094, H63 1.098
17 C 1.421 -1.095 5.651  C16 1.500, N18 1.471, H64 1.103, H65 1.097
18 N 1.906 -0.902 4.276  C17 1.471, C19 1.459, C33 1.386
19 C 3.336 -1.025 4.014  N18 1.459, C20 1.429, C28 1.426
20 C 3.975 -2.303 3.991  C19 1.429, C21 1.560, C25 1.398
21 C 3.337 -3.710 4.206  C20 1.560, C22 1.542, C23 1.512, C24 1.534
22 C 4.067 -4.785 3.376  C21 1.542, H66 1.096, H67 1.099, H68 1.097
23 C 1.895 -3.784 3.757  C21 1.512, H69 1.088, H70 1.095, H71 1.101
24 C 3.488 -4.109 5.679  C21 1.534, H72 1.095, H73 1.098, H74 1.098
25 C 5.360 -2.358 3.811  C20 1.398, C26 1.384, H75 1.091
26 C 6.078 -1.266 3.356  C25 1.384, C27 1.384, H76 1.092
27 C 5.455 -0.030 3.364  C26 1.384, C28 1.400, H77 1.090
28 C 4.169 0.125 3.895  C19 1.426, C27 1.400, C29 1.557
29 C 3.888 1.538 4.485  C28 1.557, C30 1.534, C31 1.538, C32 1.513
30 C 4.617 2.631 3.693  C29 1.534, H78 1.097, H79 1.098, H80 1.096
31 C 4.434 1.545 5.923  C29 1.538, H81 1.098, H82 1.097, H83 1.098
32 C 2.418 1.897 4.484  C29 1.513, H84 1.090, H85 1.099, H86 1.096
33 C 0.842 -0.653 3.423  N15 1.390, N18 1.386, C34 1.419
34 C 0.832 -0.294 2.050  C33 1.419, C35 1.472, H87 1.084
35 C 2.104 -0.202 1.315  C34 1.472, C36 1.415, C40 1.413
36 C 2.741 -1.361 0.811  C35 1.415, C37 1.394, H88 1.094
37 C 3.975 -1.273 0.168  C36 1.394, C38 1.398, H89 1.093
38 C 4.568 -0.027 -0.056  C37 1.398, C39 1.400, H90 1.093
39 C 3.926 1.134 0.393  C38 1.400, C40 1.394, H91 1.093
40 C 2.706 1.051 1.062  C35 1.413, C39 1.394, H92 1.094
41 H 0.034 -2.572 2.286  C1 1.089
42 H -0.320 -4.282 1.932  C1 1.099
43 H -0.994 -2.970 0.918  C1 1.097
44 H -3.958 -4.066 2.731  C3 1.096
45 H -3.192 -3.803 1.131  C3 1.097
46 H -2.651 -5.120 2.175  C3 1.098
47 H -2.484 -3.509 4.924  C4 1.098
48 H -1.672 -4.889 4.147  C4 1.100
49 H -0.724 -3.487 4.617  C4 1.091
50 H -4.292 -2.165 1.956  C6 1.090
51 H -4.935 0.168 1.579  C7 1.091
52 H -3.688 1.973 2.707  C8 1.091
53 H -0.391 2.560 4.081  C11 1.097
54 H -0.538 2.738 5.851  C11 1.099
55 H -0.039 1.196 5.140  C11 1.085
56 H -3.751 0.993 6.226  C12 1.098
57 H -2.334 -0.032 6.382  C12 1.094
58 H -2.322 1.603 7.090  C12 1.098
59 H -4.019 2.730 4.673  C13 1.095
60 H -2.778 3.574 5.603  C13 1.098
61 H -2.618 3.466 3.845  C13 1.095
62 H -0.555 -0.420 6.185  C16 1.094
63 H -0.478 -2.129 5.812  C16 1.098
64 H 1.749 -0.260 6.293  C17 1.103
65 H 1.839 -2.010 6.088  C17 1.097
66 H 5.065 -5.010 3.768  C22 1.096
67 H 3.494 -5.722 3.410  C22 1.099
68 H 4.154 -4.482 2.325  C22 1.097
69 H 1.260 -3.084 4.296  C23 1.088
70 H 1.828 -3.571 2.685  C23 1.095
71 H 1.494 -4.795 3.927  C23 1.101
72 H 3.018 -3.391 6.360  C24 1.095
73 H 3.034 -5.095 5.850  C24 1.098
74 H 4.553 -4.168 5.940  C24 1.098
75 H 5.899 -3.293 3.977  C25 1.091
76 H 7.114 -1.370 3.028  C26 1.092
77 H 6.025 0.829 3.008  C27 1.090
78 H 4.404 2.543 2.620  C30 1.097
79 H 4.277 3.620 4.027  C30 1.098
80 H 5.700 2.592 3.858  C30 1.096
81 H 3.962 0.761 6.530  C31 1.098
82 H 5.515 1.357 5.919  C31 1.097
83 H 4.252 2.515 6.405  C31 1.098
84 H 1.907 1.406 5.313  C32 1.090
85 H 2.281 2.979 4.621  C32 1.099
86 H 1.944 1.618 3.536  C32 1.096
87 H -0.091 -0.644 1.602  C34 1.084
88 H 2.240 -2.326 0.931  C36 1.094
89 H 4.470 -2.188 -0.164  C37 1.093
90 H 5.525 0.041 -0.579  C38 1.093
91 H 4.379 2.113 0.213  C39 1.093
92 H 2.175 1.955 1.370  C40 1.094
93 C -2.115 -3.821 -2.713  C94 1.496, H114 1.097, H115 1.098, H116 1.094
94 C -1.564 -2.699 -1.891  C93 1.496, C95 1.403, C113 1.402
95 C -2.382 -2.015 -0.978  C94 1.403, C96 1.384, H117 1.095
96 C -1.904 -0.887 -0.335  C95 1.384, C97 1.414, H118 1.091
97 C -0.579 -0.433 -0.527  C96 1.414, C98 1.461, C112 1.418
98 C -0.243 0.908 -0.057  C97 1.461, C99 1.456, H119 1.089
99 C -0.554 1.967 -1.007  C98 1.456, C100 1.433, C111 1.425
100 C -1.441 1.765 -2.113  C99 1.433, C101 1.389, H120 1.089
101 C -1.760 2.772 -3.014  C100 1.389, C102 1.401, H121 1.093
102 C -1.178 4.035 -2.846  C101 1.401, O103 1.386, C110 1.407
103 O -1.532 5.153 -3.585  C102 1.386, C104 1.397
104 C -2.141 5.034 -4.836  O103 1.397, C105 1.400, C109 1.400
105 C -3.039 6.056 -5.170  C104 1.400, C106 1.393, H122 1.089
106 C -3.692 6.012 -6.400  C105 1.393, C107 1.401, H123 1.091
107 C -3.413 4.984 -7.309  C106 1.401, C108 1.398, H124 1.092
108 C -2.467 4.005 -6.991  C107 1.398, C109 1.400, H125 1.091
109 C -1.823 4.020 -5.748  C104 1.400, C108 1.400, H126 1.091
110 C -0.296 4.278 -1.778  C102 1.407, C111 1.380, H127 1.089
111 C 0.006 3.272 -0.883  C99 1.425, C110 1.380, H128 1.090
112 C 0.271 -1.207 -1.358  C97 1.418, C113 1.384, H129 1.093
113 C -0.224 -2.312 -2.028  C94 1.402, C112 1.384, H130 1.093
114 H -1.830 -3.712 -3.766  C93 1.097
115 H -1.738 -4.795 -2.374  C93 1.098
116 H -3.208 -3.842 -2.656  C93 1.094
117 H -3.417 -2.338 -0.827  C95 1.095
118 H -2.573 -0.258 0.255  C96 1.091
119 H -0.165 1.241 0.976  C98 1.089
120 H -1.912 0.795 -2.269  C100 1.089
121 H -2.452 2.571 -3.836  C101 1.093
122 H -3.221 6.847 -4.444  C105 1.089
123 H -4.417 6.790 -6.645  C106 1.091
124 H -3.930 4.949 -8.271  C107 1.092
125 H -2.218 3.214 -7.700  C108 1.091
126 H -1.103 3.246 -5.479  C109 1.091
127 H 0.123 5.279 -1.686  C110 1.089
128 H 0.702 3.460 -0.066  C111 1.090
129 H 1.303 -0.877 -1.496  C112 1.093
130 H 0.422 -2.878 -2.705  C113 1.093

The total charge is +1. The value obtained for the HOMO energy is -9.48 eV. As for the multiplicity: 1. The calculation puts the HOMO-LUMO gap at 4.5 eV. Its total energy is -2435.91252 Eh.